Entry 1:
Below is a cluster of 2 separate species, C4H4S in total at a distorted geometry, with properties calculated with wB97M-V/def2-TZVPD.

## Properties
Gap between HOMO and LUMO ... 8.375 eV
Total charge ... 0
ΔE to the lowest compared entry with this formula, charge and spin ... 4.277 eV
LUMO ... -0.34 eV
HOMO energy ... -8.715 eV
Structure (SMILES) ... C=C=S.C#C

Each line ends with the natural charge from an NBO analysis.
Positions of all 9 atoms, in Å:
C: -2.591 -1.163 -0.002  -0.625
C: -1.405 -1.101 0.495  -0.050
S: 0.008 -0.667 0.938  0.171
H: -3.337 -0.254 -0.027  0.267
H: -3.147 -2.050 0.101  0.245
C: 2.801 1.847 -0.391  -0.231
C: 2.364 0.741 -0.173  -0.262
H: 3.271 2.862 -0.591  0.255
H: 2.037 -0.215 -0.349  0.230

---

Entry 2:
Below is a structure of composition C34H40N5O6SV at a distorted geometry, with properties calculated with wB97M-V/def2-TZVPD.

## Properties
Multiplicity ... 3
Gap between HOMO and LUMO (spin up / spin down) ... 7.001 / 7.373 eV
Total charge ... +2
LUMO (spin up / spin down) ... -6.09 / -6.05 eV
HOMO energy (spin up / spin down) ... -13.092 / -13.421 eV

Each line ends with the Löwdin spin population.
Positions of all 87 atoms, in Å:
V: 0.126 2.416 1.033  1.881
C: -4.524 -2.210 2.374  0.000
C: -3.830 -1.013 1.792  0.003
C: -3.662 -0.850 0.440  0.003
C: -2.973 0.269 -0.078  0.003
C: -2.895 0.600 -1.460  0.002
N: -2.668 -0.218 -2.441  0.002
C: -2.034 -1.553 -2.345  0.000
C: -0.592 -1.492 -1.789  0.000
C: 0.107 -0.144 -2.006  0.000
N: 1.544 -0.315 -2.296  0.001
C: 2.391 0.601 -2.674  0.001
C: 2.270 2.025 -2.604  0.000
C: 2.931 2.791 -3.589  0.001
C: 2.919 4.169 -3.580  0.000
C: 3.553 4.989 -4.668  0.000
C: 2.307 4.785 -2.478  0.003
C: 1.702 4.085 -1.443  0.002
C: 1.288 4.840 -0.262  0.020
N: 0.716 4.392 0.799  0.001
C: 0.654 5.341 1.947  0.005
C: -0.508 5.143 2.910  0.000
C: -0.526 3.821 3.673  0.002
N: -0.980 2.755 2.776  -0.006
C: -1.969 2.019 3.093  0.017
C: -2.560 1.047 2.172  0.004
C: -3.290 -0.028 2.637  0.001
C: -2.371 1.196 0.785  0.003
O: -1.588 2.131 0.279  0.022
C: 1.667 2.667 -1.494  0.007
O: 1.208 1.960 -0.527  0.011
H: -5.015 -2.795 1.598  0.000
H: -5.284 -1.918 3.099  0.000
H: -3.803 -2.851 2.885  0.000
H: -4.123 -1.557 -0.240  0.000
H: -3.025 1.641 -1.744  0.000
H: -2.748 0.166 -3.372  0.000
H: -2.042 -1.938 -3.362  0.000
H: -2.653 -2.213 -1.747  0.000
H: -0.052 -2.296 -2.294  0.000
H: -0.587 -1.727 -0.721  0.000
H: 0.006 0.488 -1.127  0.000
H: -0.280 0.410 -2.864  0.000
H: 1.874 -1.269 -2.361  0.000
H: 3.304 0.199 -3.106  0.000
H: 3.448 2.276 -4.392  0.000
H: 4.299 4.413 -5.213  0.000
H: 4.045 5.871 -4.259  0.000
H: 2.806 5.331 -5.386  0.000
H: 2.342 5.868 -2.408  0.000
H: 1.554 5.899 -0.287  0.000
H: 0.628 6.354 1.543  0.000
H: 1.596 5.225 2.488  0.000
H: -1.464 5.286 2.400  0.000
H: -0.425 5.950 3.641  0.000
H: -1.189 3.879 4.538  0.000
H: 0.478 3.564 4.020  0.000
H: -2.412 2.102 4.087  0.000
H: -3.428 -0.141 3.708  0.000
C: 1.061 -7.006 -2.666  0.000
C: 0.772 -6.092 -1.508  0.000
C: -0.525 -5.625 -1.280  0.000
C: -0.816 -4.823 -0.193  0.000
C: 0.203 -4.478 0.694  0.000
C: 1.495 -4.931 0.491  0.000
C: 1.770 -5.728 -0.614  0.000
S: -0.261 -3.480 2.064  0.000
O: -0.934 -4.287 3.038  0.000
O: -0.927 -2.338 1.487  0.000
N: 1.138 -3.019 2.748  0.000
C: 1.853 -1.841 2.269  0.000
C: 1.656 -0.556 3.099  0.001
C: 1.148 0.573 2.259  0.013
O: 1.559 1.778 2.379  -0.007
O: 0.225 0.350 1.426  0.002
H: 0.455 -6.748 -3.535  0.000
H: 0.831 -8.040 -2.405  0.000
H: 2.110 -6.966 -2.954  0.000
H: -1.322 -5.916 -1.955  0.000
H: -1.830 -4.483 -0.021  0.000
H: 2.278 -4.682 1.195  0.000
H: 2.779 -6.090 -0.767  0.000
H: 1.196 -3.298 3.718  0.000
H: 1.491 -1.661 1.258  0.000
H: 2.913 -2.085 2.197  0.000
H: 2.551 -0.245 3.635  0.000
H: 0.869 -0.720 3.841  0.001

---

Entry 3:
Below is a structure of composition C15H24BCl2InN2O2P, with properties calculated with wB97M-V/def2-TZVPD.

## Properties
Gap between HOMO and LUMO ... 6.285 eV
Total charge ... -1
LUMO ... 2.45 eV
HOMO energy ... -3.840 eV

Each line ends with the Mulliken charge.
Positions of all 48 atoms, in Å:
C: 0.402 -0.382 0.829  -0.981
C: 1.067 0.486 -0.255  -0.452
C: 0.746 1.981 -0.144  -0.108
C: 1.244 2.586 1.168  -1.369
In: -1.391 2.382 -0.472  0.367
Cl: -1.966 1.080 -2.523  -0.625
B: -2.897 1.832 1.152  0.251
C: -4.221 1.030 0.817  -1.012
O: -2.698 2.193 2.463  -0.590
P: -1.705 4.778 -1.383  0.309
O: -2.636 4.417 -2.722  -0.501
Cl: -3.252 5.434 -0.091  -0.350
H: 0.099 0.201 1.698  0.199
H: -0.478 -0.889 0.426  0.312
H: 1.079 -1.158 1.188  0.298
H: 2.161 0.365 -0.195  0.402
H: 0.750 0.126 -1.236  0.137
H: 1.301 2.476 -0.950  0.371
H: 2.292 2.301 1.358  0.333
H: 1.212 3.678 1.143  0.364
H: 0.671 2.254 2.038  0.293
H: -5.079 1.417 1.386  0.283
H: -4.072 -0.013 1.125  0.304
H: -4.470 1.035 -0.243  0.203
H: -3.471 1.980 3.007  0.263
H: -2.447 3.508 -3.010  0.310
N: 0.794 -1.417 -4.794  -0.551
C: -0.389 -0.826 -4.948  -0.170
C: -1.529 -1.503 -5.365  -0.333
C: -1.438 -2.857 -5.633  -0.251
C: -0.211 -3.484 -5.475  -0.346
C: 0.867 -2.721 -5.054  -0.200
H: -0.437 0.229 -4.715  0.441
H: -2.464 -0.968 -5.460  0.357
H: -2.307 -3.416 -5.955  0.353
H: -0.089 -4.541 -5.669  0.342
H: 1.842 -3.179 -4.916  0.340
N: 1.840 -1.235 3.787  -0.201
C: 1.582 -1.842 4.941  -0.257
C: 2.564 -2.398 5.750  -0.471
C: 3.883 -2.319 5.334  -0.156
C: 4.164 -1.688 4.133  -0.679
C: 3.109 -1.163 3.399  0.073
H: 0.538 -1.886 5.232  0.358
H: 2.296 -2.880 6.681  0.351
H: 4.679 -2.740 5.936  0.360
H: 5.178 -1.601 3.767  0.353
H: 3.285 -0.658 2.454  0.276